# 1
The following is a quantum chemistry calculation of a molecular structure, C45H41N4O4P2SSiTeW in a non-equilibrium geometry, from the Open Molecules 2025 dataset.

Frontier orbital gap, eV: 5.78
LUMO level, eV: 0.837
Maximum force, Eh/bohr: 0.04592
Highest occupied orbital energy, eV: -4.94
Spin multiplicity: 1
Charge: -1

XYZ file:
```
100
Properties=species:S:1:pos:R:3:forces:R:3:lowdin_charge:R:1
W -1.366 0.908 -0.249 -0.97 -1.25 -1.75 1.0060
Te 1.312 -1.728 -3.139 0.02 -0.19 -0.31 1.3000
C 3.255 -2.526 -2.967 0.13 0.00 0.18 -0.5562
C 3.991 -2.879 -4.091 0.01 -0.05 0.00 -0.1451
C 5.269 -3.389 -3.924 0.01 0.00 -0.06 -0.1717
N 5.856 -3.564 -2.743 0.06 -0.04 -0.04 0.0416
C 5.140 -3.225 -1.675 -0.03 0.02 0.17 -0.1613
C 3.854 -2.711 -1.728 0.03 0.03 -0.07 -0.1357
C 1.156 -0.811 -1.330 -0.78 0.31 0.06 -0.9908
P 1.027 0.960 -1.129 -0.46 0.24 0.42 0.7482
C 1.373 1.859 -2.678 0.07 0.01 -0.04 -0.3656
C 0.437 1.823 -3.710 -0.04 -0.12 -0.01 -0.1542
C 0.662 2.499 -4.896 0.01 -0.01 0.05 -0.0799
C 1.824 3.239 -5.064 0.00 0.00 -0.01 -0.0857
C 2.757 3.293 -4.041 -0.05 0.03 -0.08 -0.0772
C 2.534 2.606 -2.857 0.03 -0.01 0.01 -0.0893
C 2.523 1.309 -0.122 -0.09 0.07 0.02 -0.3544
C 3.718 0.703 -0.510 0.01 -0.02 -0.02 -0.1207
C 4.846 0.804 0.280 0.12 -0.02 0.06 -0.0776
C 4.795 1.495 1.488 -0.03 0.00 -0.03 -0.0885
C 3.612 2.095 1.884 0.04 -0.02 -0.01 -0.0719
C 2.486 2.005 1.074 -0.03 0.09 0.01 -0.1110
P 0.002 -1.226 -0.071 1.12 -0.23 0.51 0.7944
C 0.741 -1.298 1.590 0.12 -0.03 0.12 -0.3308
C 2.038 -1.299 1.914 -0.26 -0.03 0.04 -0.0701
C 2.464 -1.063 3.304 -0.03 -0.03 -0.12 -0.0660
C 1.612 -0.855 4.312 0.00 0.03 0.02 -0.0282
C 0.125 -0.851 4.140 -0.06 0.00 0.04 -0.1509
C -0.253 -0.904 2.637 -0.05 -0.08 -0.06 -0.2027
C -0.650 -2.920 -0.241 -0.23 0.13 -0.15 -0.3331
C -0.287 -3.915 0.663 -0.02 0.02 0.05 -0.0700
C -0.757 -5.211 0.506 -0.05 0.00 -0.04 -0.0779
C -1.592 -5.526 -0.555 0.02 0.00 0.02 -0.0855
C -1.952 -4.541 -1.465 -0.02 0.00 -0.02 -0.0744
C -1.484 -3.248 -1.310 0.03 0.10 -0.09 -0.1386
H 3.597 -2.756 -5.091 -0.05 0.03 -0.05 0.0882
H 5.857 -3.661 -4.792 0.03 -0.02 -0.06 0.0973
H 5.622 -3.372 -0.713 0.00 0.00 0.01 0.1010
H 3.331 -2.443 -0.818 -0.03 -0.01 0.01 0.0706
H -0.484 1.265 -3.591 0.11 0.04 0.02 0.0137
H -0.080 2.453 -5.682 -0.02 0.01 -0.05 0.1064
H 1.996 3.774 -5.989 0.02 0.03 -0.03 0.0986
H 3.661 3.873 -4.159 0.05 0.03 -0.01 0.1006
H 3.271 2.667 -2.069 -0.02 0.00 -0.01 0.0973
H 3.754 0.120 -1.424 -0.01 0.01 -0.02 0.1002
H 5.765 0.327 -0.035 0.03 -0.01 -0.01 0.1031
H 5.673 1.557 2.116 0.05 0.00 0.03 0.0990
H 3.553 2.624 2.826 0.01 0.02 0.03 0.1077
H 1.568 2.480 1.388 -0.04 0.01 -0.04 0.0746
H 2.796 -1.421 1.151 0.06 0.01 -0.05 0.0884
H 3.529 -1.050 3.496 0.07 0.00 0.02 0.0970
H 1.993 -0.690 5.312 -0.01 0.02 0.07 0.1154
H -0.350 -1.582 4.799 0.04 0.01 -0.03 0.1555
H -1.237 -1.365 2.489 0.07 0.03 0.02 0.1421
H 0.366 -3.683 1.493 0.02 0.03 0.00 0.1004
H -0.469 -5.972 1.218 0.01 -0.04 0.03 0.1020
H -1.955 -6.537 -0.678 -0.02 -0.03 0.00 0.0998
H -2.595 -4.777 -2.303 -0.02 -0.02 -0.02 0.1057
H -1.757 -2.488 -2.035 0.07 -0.10 0.06 0.0517
O -3.390 -0.214 6.328 -0.18 -0.38 -0.11 -0.0255
C -2.251 0.206 6.090 -0.28 0.92 0.23 -0.7090
O -1.307 0.476 6.859 0.33 -0.27 -0.04 -0.0328
C -1.966 0.596 4.630 0.17 -0.35 -0.21 -0.0514
C -0.528 0.572 4.205 -0.05 -0.06 0.07 -0.1247
C -0.385 0.623 2.680 -0.02 0.19 -0.16 -0.2294
N -1.457 1.122 1.845 -0.14 0.17 0.50 -0.0495
C -2.626 1.280 2.384 0.30 0.27 -0.17 -0.1780
C -2.924 0.990 3.768 -0.01 -0.09 0.04 0.0572
C -3.679 1.745 1.373 -0.09 0.08 0.24 -0.5822
O -4.813 2.001 1.716 0.30 -0.10 -0.16 0.1021
O -3.209 1.812 0.149 0.38 0.05 0.47 -0.2574
H 0.027 1.302 4.795 -0.02 0.01 0.01 0.1554
H 0.549 1.084 2.356 -0.15 -0.10 0.08 0.1250
H -3.954 1.057 4.089 -0.02 0.00 0.01 0.1267
C -1.711 4.097 -2.027 -0.02 -0.02 0.07 -0.2170
Si -1.018 3.490 -0.376 0.24 0.01 0.20 0.4424
C -1.989 4.382 0.984 0.10 0.02 -0.08 -0.2165
C 0.648 4.389 -0.198 0.07 -0.07 -0.13 -0.2275
H -1.957 5.156 -1.922 -0.01 0.09 -0.05 0.0253
H -2.612 3.565 -2.328 -0.08 -0.06 0.02 0.0160
H -0.972 3.994 -2.823 0.04 -0.01 -0.03 0.0064
H -1.794 5.451 0.873 0.01 0.07 0.03 0.0288
H -1.658 4.094 1.983 0.04 -0.03 0.06 0.0276
H -3.061 4.234 0.928 -0.17 0.00 -0.04 0.0216
H 0.482 5.412 -0.541 -0.03 0.12 -0.03 0.0297
H 1.489 3.994 -0.768 -0.02 -0.04 -0.02 -0.0012
H 0.948 4.450 0.847 0.01 0.02 0.07 0.0179
C -6.525 -2.627 -1.381 -0.02 -0.01 0.03 -0.0294
C -5.291 -1.934 -0.889 -0.13 -0.12 0.21 -0.3095
C -4.950 -1.942 0.466 0.01 0.02 -0.16 0.0135
C -3.777 -1.317 0.825 0.12 -0.17 -0.06 -0.0802
N -3.001 -0.752 -0.097 -0.19 0.51 -0.10 -0.0849
C -3.434 -0.738 -1.372 0.01 -0.07 0.04 -0.7924
S -2.336 0.146 -2.406 0.35 0.30 0.37 0.6412
N -4.541 -1.324 -1.803 0.15 0.06 -0.03 0.1359
H -7.359 -2.473 -0.697 0.00 0.00 0.00 0.0810
H -6.341 -3.702 -1.445 0.00 0.00 -0.01 0.0846
H -6.784 -2.261 -2.371 0.00 0.00 0.00 0.0784
H -5.579 -2.407 1.209 -0.03 -0.03 0.00 0.1171
H -3.439 -1.279 1.856 -0.03 0.04 -0.03 0.1232
```
Positions in Å, forces in eV/Å.



# 2
The following is a quantum chemistry calculation of 8 unconnected molecules or ions with the total composition C45H41N7O17 in a non-equilibrium geometry, from the Open Molecules 2025 dataset.

Frontier orbital gap, eV: 8.97
LUMO level, eV: -0.659
Maximum force, Eh/bohr: 0.06738
ΔE to the lowest compared entry with this formula, charge and spin, eV: 0.0000
Highest occupied orbital energy, eV: -9.62
Spin multiplicity: 1
SMILES: O=[N+]([O-])c1ccccc1.O=[N+]([O-])c1ccccc1.O=[N+]([O-])c1ccccc1.O=[N+]([O-])c1ccccc1.O=[N+]([O-])c1ccccc1.O=[N+]([O-])c1ccccc1.O=[N+]([O-])c1ccccc1.COC(=O)OC
Charge: 0

XYZ file:
```
110
Properties=species:S:1:pos:R:3:forces:R:3:lowdin_charge:R:1
O 1.045 4.123 3.017 -0.36 -1.55 -0.28 0.0547
N 0.594 3.027 2.667 -0.66 1.39 0.00 -0.2759
O -0.369 2.929 1.892 1.39 -0.52 1.08 0.0553
C 1.233 1.812 3.249 -0.13 0.24 -1.17 -0.1314
C 2.311 1.930 4.083 -0.95 0.34 0.39 0.0070
C 2.916 0.775 4.510 2.71 1.30 1.72 -0.0808
C 2.549 -0.451 4.100 -0.34 0.16 0.01 -0.0704
C 1.415 -0.519 3.341 0.46 -3.05 -0.25 -0.0859
C 0.808 0.565 2.849 -1.95 1.52 -1.58 -0.0494
H 2.520 2.883 4.490 0.63 0.82 0.17 0.1136
H 3.787 0.824 5.203 -0.71 0.30 -0.59 0.1281
H 3.167 -1.258 4.402 -0.05 -1.00 0.17 0.1063
H 1.057 -1.511 3.127 -0.33 -0.12 -0.45 0.1129
H -0.016 0.488 2.118 0.37 0.02 0.67 0.1198
O 1.292 6.991 2.686 -1.90 0.06 -0.75 0.0919
N 2.450 6.912 2.900 2.81 -0.31 0.51 -0.3547
O 2.994 7.334 3.919 0.07 -0.28 -0.66 0.0489
C 3.358 6.223 1.863 0.18 0.79 1.05 -0.1202
C 2.752 5.442 0.913 -0.98 0.46 -0.41 -0.0227
C 3.567 4.825 -0.041 -0.63 0.06 -0.45 -0.0622
C 4.925 5.074 -0.088 -0.08 -0.56 0.14 -0.0722
C 5.487 5.841 0.918 0.69 0.49 0.19 -0.0820
C 4.749 6.432 1.919 -1.84 -0.79 -0.49 -0.0041
H 1.634 5.475 0.878 1.20 -0.54 0.05 0.1323
H 3.130 4.198 -0.811 -0.08 0.07 0.13 0.0959
H 5.526 4.615 -0.878 -0.15 0.25 0.35 0.1035
H 6.541 6.040 0.949 0.46 -0.11 -0.23 0.1017
H 5.186 7.005 2.695 0.27 0.45 0.52 0.1048
O -2.830 -4.952 0.894 0.09 0.06 1.00 0.0969
N -2.983 -4.953 -0.291 0.19 -0.03 -2.61 -0.3367
O -4.021 -5.214 -0.895 0.38 0.26 0.89 0.0682
C -1.798 -4.650 -1.186 -0.18 -0.15 -0.34 -0.1256
C -0.500 -4.693 -0.681 -1.86 0.28 0.69 -0.0396
C 0.489 -4.414 -1.561 1.20 -0.04 -0.93 -0.0695
C 0.298 -4.292 -2.955 1.19 -0.38 0.92 -0.0535
C -0.971 -4.318 -3.438 -1.35 0.29 -0.65 -0.0618
C -2.033 -4.409 -2.544 0.20 -0.58 1.41 0.0047
H -0.317 -4.869 0.376 -0.02 0.05 -0.22 0.1277
H 1.449 -4.344 -1.103 0.90 -0.04 -0.28 0.1023
H 1.145 -4.274 -3.644 -0.26 0.20 0.44 0.1020
H -1.199 -4.257 -4.512 0.28 0.06 0.53 0.1231
H -3.055 -4.389 -2.819 -0.78 -0.02 -0.64 0.0915
O 4.511 2.257 -1.849 1.19 -0.76 0.29 0.0263
N 5.582 1.658 -1.686 -0.64 0.49 -0.43 -0.2961
O 6.646 2.052 -2.133 -0.53 -0.46 0.49 0.0896
C 5.543 0.400 -0.878 -0.30 1.08 -0.15 -0.1452
C 4.350 -0.261 -0.689 0.66 -0.09 -0.45 0.0006
C 4.333 -1.341 0.169 -1.07 -0.16 0.35 -0.0550
C 5.448 -1.743 0.909 -0.75 0.48 -1.02 -0.0624
C 6.617 -1.054 0.680 -0.25 0.54 -0.08 -0.0539
C 6.654 0.051 -0.200 1.27 -1.60 1.38 -0.0018
H 3.563 0.080 -1.313 -1.13 -0.08 0.10 0.0758
H 3.381 -1.837 0.340 0.10 -0.01 -0.17 0.1015
H 5.320 -2.577 1.585 0.39 0.08 0.08 0.1092
H 7.472 -1.328 1.254 0.72 0.03 0.12 0.0986
H 7.583 0.560 -0.278 0.47 0.57 -0.31 0.1133
O 1.164 -2.951 -5.451 0.32 0.37 -0.40 0.0261
N 2.050 -2.170 -5.124 -0.74 -0.41 0.70 -0.3392
O 3.224 -2.446 -5.126 0.42 0.13 -0.17 0.0938
C 1.626 -0.872 -4.561 0.86 0.58 0.44 -0.1424
C 0.284 -0.543 -4.625 0.06 -1.93 -0.36 -0.0159
C -0.139 0.639 -4.099 0.71 0.22 0.15 -0.0652
C 0.797 1.535 -3.572 -1.14 0.75 -0.15 -0.0789
C 2.120 1.213 -3.473 0.98 -1.96 -0.35 -0.0562
C 2.573 -0.065 -3.927 -1.58 0.97 -0.75 0.0339
H -0.333 -1.364 -5.028 -0.10 0.96 0.18 0.1252
H -1.173 0.844 -4.076 -0.99 0.46 -0.06 0.0966
H 0.431 2.526 -3.270 0.31 -0.50 0.12 0.1232
H 2.830 1.855 -3.000 0.14 0.39 0.04 0.0713
H 3.590 -0.389 -3.932 0.52 0.03 0.27 0.1097
O -1.692 -1.251 3.815 -0.39 0.50 0.34 0.0741
N -2.078 -0.141 4.155 0.55 0.49 -0.37 -0.3161
O -1.370 0.710 4.682 -0.45 -0.76 -0.04 0.0684
C -3.468 0.261 3.833 0.09 -1.23 -0.19 -0.1433
C -4.377 -0.739 3.450 -1.05 1.84 0.57 -0.0037
C -5.696 -0.334 3.253 -0.90 -0.25 -0.44 -0.0673
C -6.101 1.014 3.344 0.83 -0.43 0.08 -0.0663
C -5.137 1.938 3.674 1.40 0.72 0.67 -0.0679
C -3.799 1.589 3.947 -0.54 -0.42 -0.25 0.0100
H -4.194 -1.778 3.435 0.76 -0.81 -0.10 0.1058
H -6.455 -1.104 3.019 0.57 0.52 0.13 0.1155
H -7.110 1.383 3.192 0.00 -0.48 -0.05 0.1086
H -5.343 2.983 3.831 -0.48 0.20 -0.24 0.1045
H -3.005 2.271 4.247 -0.49 0.09 -0.11 0.1249
O 1.113 -0.648 -0.780 0.95 -2.12 -0.24 0.0709
N 0.471 0.342 -0.601 -0.27 0.32 -0.29 -0.3528
O 0.997 1.431 -0.540 -0.77 0.87 0.25 0.0662
C -0.993 0.138 -0.488 0.13 -0.51 0.73 -0.1561
C -1.487 -1.171 -0.233 -0.47 0.55 -0.11 0.0358
C -2.855 -1.210 0.028 0.39 0.07 -0.54 -0.0684
C -3.699 -0.111 -0.092 0.11 0.53 0.09 -0.0838
C -3.191 1.146 -0.312 2.21 -0.10 -0.52 -0.0239
C -1.769 1.269 -0.480 -1.51 -0.30 0.18 0.0047
H -0.892 -2.104 -0.282 -0.23 1.04 0.20 0.1096
H -3.389 -2.091 0.273 0.08 -1.19 0.08 0.0882
H -4.763 -0.272 -0.030 -0.09 0.00 0.17 0.0992
H -3.817 2.007 -0.411 -0.25 0.38 0.07 0.1013
H -1.238 2.194 -0.597 -0.18 0.44 -0.02 0.1071
C -4.475 -2.030 -3.785 -1.07 -0.05 -1.21 -0.0350
O -5.268 -3.145 -3.338 0.11 -0.56 0.24 -0.0249
C -5.881 -3.053 -2.146 0.36 -0.71 -0.92 -0.6519
O -5.803 -2.122 -1.415 0.19 1.64 1.16 0.1263
O -6.577 -4.144 -1.914 -0.07 -0.91 -0.38 -0.0004
C -7.366 -4.177 -0.710 0.62 0.48 -0.31 -0.0120
H -3.662 -1.753 -3.110 -0.15 -0.19 -0.04 0.0843
H -5.176 -1.194 -3.960 0.58 -0.08 0.30 0.1017
H -4.137 -2.365 -4.800 0.09 0.34 1.08 0.1092
H -8.056 -5.006 -0.844 0.12 0.13 0.22 0.1013
H -7.836 -3.218 -0.654 -0.84 0.39 0.14 0.0813
H -6.748 -4.233 0.190 0.11 -0.50 -0.26 0.0982
```
Positions in Å, forces in eV/Å.